(1)
C4H4ClNOS in the gas phase at a distorted geometry, computed with ωB97M-V/def2-TZVPD.

As for the multiplicity: 1. Its orbital gap (alpha / beta) is 6.76 / 8.68 eV. The calculation puts the energy above the lowest of the compared OMol25 structures with the same formula, charge and spin at 4.301 eV. Its total energy is -1143.0292 Eh.

The geometry in XYZ format:
```
12
Properties=species:S:1:pos:R:3:forces:R:3:nbo_charge:R:1
C 0.91722 -2.06239 0.23611 -0.5603 0.1604 1.6315 0.16
C -0.13391 -0.55824 -1.21081 -0.5110 -0.8530 -2.2291 -0.36
C -0.29611 -0.15339 0.23293 1.8084 0.5685 -1.8438 0.28
C 0.55382 1.12157 0.46327 2.1106 -3.8609 -0.3453 -0.45
N 0.38017 -1.17758 0.91284 2.3069 -2.1917 1.6977 -0.48
O -1.56443 -0.08918 0.60403 -3.2688 0.9677 1.1234 -0.68
S 0.44420 -2.19998 -1.41871 -0.2574 1.2108 -0.7590 0.33
Cl -0.26522 2.40865 -0.19486 -0.8728 2.7042 -1.1784 0.02
H -0.42305 -0.01206 -2.11642 0.0673 -0.0299 0.6380 0.22
H 1.54703 0.77362 -0.06048 -1.5959 1.5208 1.0998 0.24
H 0.66447 1.19285 1.52729 0.3936 0.3771 0.5435 0.23
H -1.82419 0.75612 1.02481 0.3793 -0.5739 -0.3784 0.49
```
Forces are in eV/Å.

(2)
C5H9FO4 in the gas phase at a distorted geometry, computed with ωB97M-V/def2-TZVPD.

As for the multiplicity: 1. Its orbital gap is 10.38 eV. The calculation puts the energy above the lowest of the compared OMol25 structures with the same formula, charge and spin at 1.129 eV. Its total energy is -596.6436 Eh.

The geometry in XYZ format:
```
19
Properties=species:S:1:pos:R:3:forces:R:3:nbo_charge:R:1
O 0.49293 0.07039 1.66254 2.7024 -4.3789 1.7124 -0.69
C 0.06431 -0.82212 0.67272 0.2759 1.8236 0.3227 0.04
C -1.41971 -0.50295 0.46218 -0.7449 -1.4162 0.2732 0.04
O -2.11952 -1.52002 -0.22353 1.2658 -1.3018 -5.1410 -0.71
C -1.32684 0.71543 -0.43419 -1.9804 0.7980 0.9812 0.33
O -1.14920 1.85819 0.40395 0.3967 1.3652 -1.3276 -0.75
O -0.25085 0.54488 -1.29235 -0.2219 -0.1050 0.4073 -0.53
C 0.65101 -0.46524 -0.70038 -0.0949 1.2849 0.8333 0.02
C 2.10695 0.04740 -0.82749 -1.1630 0.6250 -1.3691 0.03
F 2.83498 -0.14935 0.35030 -0.2216 0.0399 -1.4794 -0.35
H 0.13216 0.86050 1.50786 -2.1625 5.1343 -0.8141 0.47
H 0.41136 -1.76192 1.04435 -0.4435 -1.0136 -0.2689 0.22
H -2.08558 -0.38503 1.38479 1.5131 0.2609 -0.9977 0.23
H -1.73980 -1.66248 -1.31138 -1.5485 0.8723 5.0112 0.46
H -2.36351 0.78801 -0.87983 1.4117 0.1381 -0.5502 0.17
H -0.98091 2.63404 -0.20834 -0.2752 -1.2708 1.1272 0.48
H 0.46295 -1.24421 -1.33903 0.1351 -2.4186 -1.4733 0.17
H 2.55750 -0.54609 -1.78927 -0.4251 1.8506 2.5601 0.18
H 1.84976 1.19881 -1.00379 1.5808 -2.2879 0.1927 0.20
```
Forces are in eV/Å.

(3)
A molecular structure, C31H18Cl3FeN5O6Se, computed with ωB97M-V/def2-TZVPD.

As for the multiplicity: 5. As for the charge: -2. Its orbital gap (alpha / beta) is 5.87 / 5.87 eV. The calculation puts the energy above the lowest of the compared OMol25 structures with the same formula, charge and spin at 0.527 eV. Its total energy is -6963.1879 Eh.

The geometry in XYZ format:
```
65
Properties=species:S:1:pos:R:3:forces:R:3:nbo_charge:R:1
Fe -0.17560 0.00217 0.34501 -0.0448 -0.0671 -0.2061 1.56
Cl 1.72139 -6.84847 1.58210 -0.0052 -0.0203 0.0134 -0.08
C 1.34043 -5.13660 1.70053 -0.0276 -0.0267 0.0510 -0.12
C 0.58142 -4.67551 2.78604 0.0557 0.0859 -0.1490 -0.22
C 0.28053 -3.34227 2.88728 0.0334 -0.1113 0.1408 -0.25
C 0.72499 -2.37350 1.93027 0.0631 -0.1293 -0.2096 0.42
O 0.42442 -1.15017 2.07714 -0.4087 0.1916 -0.0616 -0.76
C 1.50968 -2.88960 0.83184 -0.2468 -0.2423 0.1632 -0.24
C 2.09572 -2.02028 -0.14511 0.1855 -0.0885 -0.1100 0.23
N 1.94404 -0.75251 -0.07424 -0.4362 0.3233 -0.0197 -0.57
C 2.64445 0.19076 -0.81004 0.3909 0.0586 -0.1426 0.14
C 3.50735 -0.02886 -1.85959 -0.1477 -0.1430 0.1055 -0.23
C 4.13994 1.04773 -2.50694 0.0659 0.0948 -0.0845 -0.20
C 3.94888 2.33728 -2.09282 0.0376 -0.0271 -0.0396 -0.20
C 3.09045 2.60479 -1.00297 -0.1072 -0.1850 0.0720 -0.12
C 2.82285 3.90340 -0.51754 -0.0978 0.1015 0.0851 -0.14
C 1.95990 4.07149 0.52595 0.1370 0.0940 -0.0890 -0.26
C 1.33056 2.93759 1.08202 -0.0788 -0.1312 0.0613 0.07
N 1.54404 1.72404 0.65166 0.0061 0.0407 0.0358 -0.46
C 2.42269 1.53408 -0.36964 0.1882 0.1274 0.0290 0.25
C 1.78704 -4.26494 0.74515 0.0099 0.1163 -0.0516 -0.16
H 0.23665 -5.38011 3.53271 -0.0264 -0.0039 -0.0027 0.21
H -0.31752 -2.97590 3.71477 0.0274 0.0208 -0.0507 0.21
H 2.69865 -2.48916 -0.92878 0.1505 0.0056 0.1141 0.17
H 3.64369 -1.03607 -2.23411 -0.0051 0.0465 -0.0131 0.23
H 4.76638 0.84914 -3.36892 -0.0241 -0.0093 0.0370 0.21
H 4.42674 3.16418 -2.60747 -0.0286 -0.0336 0.0125 0.20
H 3.29630 4.75657 -0.99112 0.0121 -0.0148 -0.0134 0.20
H 1.73192 5.05710 0.91000 -0.0259 -0.0112 0.0124 0.21
H 0.60523 3.03728 1.88469 -0.0256 0.0081 -0.0778 0.22
H 2.37179 -4.63048 -0.09292 -0.0297 0.0197 0.0214 0.21
Cl -2.51611 3.50543 3.21800 -0.0129 0.0299 0.0279 -0.05
C -3.07205 1.85963 3.05049 0.1147 -0.0871 -0.0706 -0.18
C -4.11803 1.41767 3.86445 0.0006 -0.0793 -0.0264 -0.22
C -4.57560 0.13199 3.77348 -0.0089 0.1250 0.0570 -0.10
Cl -5.88321 -0.38314 4.82511 -0.0082 -0.0239 -0.0072 -0.07
C -4.01428 -0.77105 2.84165 0.1408 0.0331 -0.1160 -0.04
C -4.42964 -2.10566 2.64752 -0.0040 -0.0106 0.0045 -0.18
C -3.82840 -2.86560 1.68437 -0.0705 -0.0035 0.0096 -0.25
C -2.80558 -2.30360 0.89693 0.1127 0.0749 -0.0649 0.06
N -2.38750 -1.07389 1.06878 0.2338 -0.0729 0.0452 -0.43
C -2.95535 -0.30875 2.02127 -0.2349 -0.0840 0.0456 0.06
C -2.41986 1.03563 2.11904 -0.0075 0.2186 0.1602 0.45
O -1.44965 1.40703 1.39239 0.3359 -0.1023 -0.0949 -0.82
H -4.56117 2.10327 4.57449 0.0018 -0.0042 -0.0028 0.22
H -5.22614 -2.50557 3.26163 0.0000 -0.0118 -0.0059 0.21
H -4.13756 -3.88853 1.51060 0.0304 0.0074 -0.0003 0.21
H -2.32377 -2.86595 0.10556 0.0493 0.0324 -0.0101 0.23
N 1.87739 1.73528 -5.94392 -0.0826 0.0202 0.1831 -0.46
C 1.21467 1.84610 -4.99914 0.0909 0.0033 -0.1918 0.33
C 0.40478 2.02354 -3.85001 -0.1906 -0.1090 0.2316 -0.34
C -0.26025 3.21018 -3.63837 0.0909 -0.1269 0.0266 -0.08
C -0.92966 3.44926 -2.43965 -0.1289 0.0954 -0.0648 -0.47
C -0.79988 2.48803 -1.43297 -0.0851 -0.0624 -0.0733 0.10
N -0.18274 1.33255 -1.55156 -0.1625 -0.1134 0.1805 -0.67
C 0.25914 0.90350 -2.86060 0.1445 0.4469 0.1257 0.20
H -0.20712 3.98068 -4.40038 0.0115 0.0192 -0.0218 0.19
H -1.45152 4.37920 -2.25357 0.0484 -0.0549 0.0254 0.20
H -1.19690 2.69598 -0.43881 0.0514 -0.0186 -0.1106 0.21
H 1.20604 0.37893 -2.75785 -0.0594 -0.1845 -0.0997 0.19
O -1.53985 -2.59918 -3.51029 -0.2108 -0.0970 -0.0627 -1.05
Se -0.45030 -1.70247 -2.75397 -0.0987 0.2572 -0.3392 2.79
O 1.08692 -2.08578 -3.04806 0.3531 -0.0353 0.0250 -1.08
O -0.73906 -1.56444 -1.15673 -0.0330 0.0343 0.5039 -1.14
O -0.69271 -0.08342 -3.40482 -0.0090 -0.2062 0.0773 -0.78
```
Forces are in eV/Å.